# C8H17Cl3GePdS2Si

A structure of composition C8H17Cl3GePdS2Si (ωB97M-V/def2-TZVPD, OMol25).

Atoms and positions in Å:
Pd (0.28, -1.15, 0.29)
C (-3.58, -0.77, -2.32)
C (-2.51, -1.08, -1.30)
S (-0.96, -0.44, -1.57)
C (-2.81, -1.86, -0.19)
C (-4.21, -2.38, -0.01)
S (-1.66, -2.27, 0.98)
H (-3.20, -0.09, -3.08)
H (-4.45, -0.31, -1.85)
H (-3.92, -1.68, -2.82)
H (-4.51, -3.01, -0.85)
H (-4.94, -1.57, 0.06)
H (-4.28, -2.98, 0.90)
Cl (1.50, -0.46, 3.40)
Ge (0.29, 0.74, 1.94)
Cl (1.50, 2.62, 1.84)
Cl (-1.36, 1.48, 3.24)
C (3.38, -0.22, -0.41)
Si (2.99, -1.88, -1.22)
C (4.58, -2.90, -1.19)
C (2.52, -1.60, -3.02)
C (1.59, -2.72, -0.33)
H (4.29, 0.23, -0.82)
H (3.52, -0.34, 0.67)
H (2.58, 0.50, -0.55)
H (5.39, -2.39, -1.72)
H (4.43, -3.88, -1.65)
H (4.90, -3.07, -0.16)
H (3.32, -1.07, -3.56)
H (1.60, -1.01, -3.11)
H (2.35, -2.55, -3.54)
H (1.88, -3.16, 0.63)
H (1.07, -3.47, -0.93)

**Gap between HOMO and LUMO (spin up / spin down)**: 6.98 / 6.05 eV
**2S+1**: 4
**E_HOMO (spin up / spin down)**: -4.16 / -4.71 eV
**Total charge**: -1
**Energy above the lowest of the compared OMol25 structures with the same formula, charge and spin**: 0.00 kcal per mole
**Expectation value of S²**: 3.772
**E_tot**: -135688.998 eV
**LUMO (spin up / spin down)**: 0.1037 / 0.0491 Ha